Computed, not measured: C30H33N8O4RuSe as an isolated structure, with ωB97M-V/def2-TZVPD.

Each line ends with the Löwdin spin population.
Atoms and positions in Å:
Ru 0.4786 1.2244 0.4028  0.88
C 3.7718 0.5045 3.5411  0.00
O 4.0890 1.7458 2.9021  0.00
C 3.3002 1.8516 1.8446  0.00
N 2.5544 0.8469 1.5621  0.00
C 2.7823 -0.1839 2.5544  0.00
C 1.4826 -0.6656 3.1634  0.00
C 0.3091 0.0864 3.1031  0.02
C -0.8642 -0.4179 3.6546  0.00
C -0.8773 -1.6670 4.2561  0.00
C 0.2893 -2.4130 4.3224  0.00
C 1.4577 -1.9161 3.7734  0.00
C 3.1580 3.1084 1.1081  0.00
C 3.9910 4.2167 1.1787  0.00
C 3.5955 5.3747 0.5193  0.00
C 2.3772 5.4156 -0.1473  0.00
C 1.6198 4.2506 -0.1666  0.00
N 2.0204 3.1361 0.4159  -0.01
C 0.2552 4.0779 -0.8018  0.01
N -0.5402 3.1995 -0.0261  0.11
C -1.8800 3.6895 -0.0501  0.02
C -1.8107 4.9130 -1.0041  0.00
O -0.4291 5.2446 -1.0245  0.00
C -2.8836 2.6452 -0.4673  0.00
C -4.2056 2.7445 -0.0548  0.00
C -5.1473 1.8425 -0.5166  0.00
C -4.7724 0.8284 -1.3822  0.00
C -3.4503 0.7107 -1.7772  0.00
C -2.5038 1.6115 -1.3168  0.00
H 3.3177 0.7265 4.5121  0.00
H 4.6958 -0.0549 3.6933  0.00
H 3.2652 -1.0349 2.0568  0.00
H 0.3087 1.1210 2.6938  0.01
H -1.7656 0.1756 3.6193  0.00
H -1.7896 -2.0547 4.6823  0.00
H 0.2930 -3.3836 4.7952  0.00
H 2.3678 -2.4950 3.8275  0.00
H 4.9142 4.1686 1.7344  0.00
H 4.2295 6.2471 0.5480  0.00
H 2.0133 6.3103 -0.6246  0.00
H -2.1397 4.0340 0.9646  0.01
H -2.3591 5.7807 -0.6431  0.00
H -2.1542 4.6383 -2.0096  0.00
H -4.5025 3.5367 0.6136  0.00
H -6.1759 1.9440 -0.2112  0.00
H -5.5129 0.1369 -1.7540  0.00
H -3.1652 -0.0667 -2.4744  0.00
H -1.4699 1.5438 -1.6506  0.00
N -0.8947 -0.8768 0.2854  -0.01
C 0.0428 -1.9103 -0.1575  0.00
C -0.5949 -3.2796 -0.4139  0.00
C 0.4584 -4.3958 -0.4466  0.00
C 0.1296 -5.5098 -1.4444  0.00
N 0.3514 -5.0656 -2.8107  0.00
C -0.5216 -4.8547 -3.7834  0.00
N -0.0809 -4.4755 -4.9833  0.00
N -1.8313 -5.0421 -3.6060  0.00
C 0.7168 -1.3724 -1.4773  0.00
O 0.7920 -2.0927 -2.4523  0.00
O 1.1025 -0.1738 -1.3744  -0.06
H -1.3101 -1.1312 1.1801  0.00
H -1.6478 -0.7660 -0.3941  0.00
H 0.8268 -1.9870 0.6094  0.00
H -1.1049 -3.2291 -1.3773  0.00
H -1.3316 -3.4887 0.3647  0.00
H 0.5623 -4.8375 0.5437  0.00
H 1.4268 -3.9789 -0.7246  0.00
H -0.8933 -5.8605 -1.3053  0.00
H 0.7971 -6.3591 -1.2667  0.00
H 1.2972 -4.7514 -2.9825  0.00
H 0.8943 -4.2861 -5.1436  0.00
H -0.7131 -4.3010 -5.7474  0.00
H -2.1882 -5.3882 -2.7325  0.00
H -2.4735 -4.9711 -4.3773  0.00
Se 1.9930 1.2584 -3.3352  0.02
C 1.1535 2.4618 -2.4933  0.00
N 0.5034 3.3859 -2.0934  0.01

## Properties
Net charge   +2
Energy relative to the best compared isomer or geometry (same formula, charge and spin)   403.23 kJ/mol
E_HOMO (spin up / spin down)   -12.068 / -12.043 eV
LUMO level (spin up / spin down)   -7.4 / -7.2 eV
Gap between HOMO and LUMO (spin up / spin down)   4.653 / 4.807 eV
Spin multiplicity   2

***

Computed, not measured: C30H34As2O9PS2V as an isolated structure, with ωB97M-V/def2-TZVPD.

Each line ends with the Löwdin charge.
Atoms and positions in Å:
V -2.0859 0.3470 -0.8254  0.53
O -0.5966 1.7339 0.8104  -0.39
As -1.0058 3.3859 0.1861  1.41
O -1.5192 3.0385 -1.5718  -0.35
O -1.4691 1.6472 -1.8733  -0.34
C -2.5918 3.5080 1.3225  -0.33
C -2.6428 4.7229 2.0087  -0.10
C -3.4899 4.9265 3.0963  -0.02
C -4.3422 3.8982 3.5144  -0.01
C -4.3713 2.6940 2.8110  -0.02
C -3.4995 2.4994 1.7272  -0.27
S -3.8808 1.0854 0.7724  0.64
O -5.0124 0.3486 1.2412  -0.20
O -2.7015 0.0704 0.9224  -0.41
O -3.8688 1.5518 -0.6628  -0.30
H 0.3829 1.6181 0.8155  -0.01
H -2.0094 5.5472 1.6965  0.10
H -3.4786 5.8883 3.5962  0.13
H -4.9831 4.0201 4.3699  0.12
H -5.0492 1.9013 3.0848  0.12
S -2.7763 -0.9024 -2.4058  0.97
C -3.0303 -2.3061 -1.3570  -0.57
C -4.1306 -3.1255 -1.5322  -0.06
C -4.2702 -4.2461 -0.7072  -0.01
C -3.3017 -4.5285 0.2597  -0.01
C -2.1855 -3.7014 0.4198  -0.06
C -2.0769 -2.5790 -0.3529  -0.35
As -0.5607 -1.2901 -0.2958  1.26
C 0.5845 -2.4524 -1.3683  -0.38
C 0.4838 -2.3859 -2.7566  -0.12
C 1.1332 -3.3470 -3.5436  -0.05
C 1.9045 -4.3413 -2.9331  -0.04
C 2.0133 -4.3774 -1.5368  -0.04
C 1.3431 -3.4401 -0.7491  -0.09
C 0.0514 -1.4607 1.5452  -0.34
C -0.8863 -1.6655 2.5616  -0.10
C -0.4645 -1.6844 3.8952  -0.04
C 0.8753 -1.4566 4.2136  -0.04
C 1.8021 -1.2346 3.1911  -0.04
C 1.3883 -1.2431 1.8543  -0.12
H -4.8513 -2.8589 -2.2982  0.12
H -5.1356 -4.8912 -0.8152  0.13
H -3.3986 -5.3900 0.9063  0.13
H -1.4124 -3.9509 1.1458  0.12
H -0.1265 -1.6069 -3.2194  0.08
H 1.0361 -3.2913 -4.6232  0.12
H 2.4113 -5.0830 -3.5304  0.12
H 2.6051 -5.1278 -1.0442  0.11
H 1.3862 -3.5186 0.3356  0.11
H -1.9373 -1.7851 2.3187  0.10
H -1.2008 -1.8616 4.6688  0.12
H 1.1981 -1.4528 5.2474  0.12
H 2.8468 -1.0606 3.4186  0.11
H 2.1325 -1.1086 1.0703  0.08
C 4.7939 -0.5480 -0.9203  -0.06
C 3.8210 -0.5091 -2.0704  -0.24
O 3.0183 0.7069 -2.0002  -0.29
P 1.6149 0.7556 -1.1790  0.84
O 1.1013 2.1715 -1.7375  -0.37
C 1.1605 2.6104 -3.1373  -0.22
C 2.4394 3.4044 -3.3573  -0.05
O 2.0178 1.3004 0.3175  -0.38
C 2.8852 2.4871 0.5106  -0.22
C 3.3360 2.4725 1.9534  -0.05
H 5.3943 -1.4489 -1.0080  0.09
H 4.3105 -0.5919 0.0436  0.06
H 5.4693 0.3077 -0.9272  0.09
H 3.1518 -1.3728 -2.1202  0.09
H 4.3111 -0.4492 -3.0451  0.13
H 0.2534 3.2039 -3.2830  0.11
H 1.0800 1.7412 -3.7906  0.12
H 2.5482 4.2072 -2.6304  0.09
H 2.3864 3.8580 -4.3397  0.09
H 3.3242 2.7734 -3.3069  0.07
H 2.2811 3.3725 0.2637  0.11
H 3.7207 2.4109 -0.2024  0.12
H 2.4940 2.5888 2.6289  0.08
H 3.9987 3.3184 2.1021  0.09
H 3.8528 1.5522 2.2102  0.08

## Properties
Net charge   +2
E_HOMO (spin up / spin down)   -14.300 / -14.300 eV
LUMO level (spin up / spin down)   -8.7 / -8.6 eV
Gap between HOMO and LUMO (spin up / spin down)   5.650 / 5.672 eV

***

Computed, not measured: C30H34AsN6OPdS2 as an isolated structure, with ωB97M-V/def2-TZVPD.

Each line ends with the Löwdin spin population.
Atoms and positions in Å:
Pd 0.4074 2.2743 -0.3405  1.08
C 4.8602 5.1260 -1.4639  0.01
S 3.9585 5.4078 0.0874  0.01
C 2.4982 4.4907 -0.1866  0.03
S 2.5934 2.8626 -0.8794  0.17
N 1.3847 4.9811 0.2328  0.01
N 0.3258 4.1841 0.1834  0.08
C -0.9085 4.6671 0.3487  0.09
C -2.0044 3.8426 0.0214  0.01
C -3.3464 4.2675 0.1232  0.02
C -4.3517 3.4745 -0.3632  0.00
C -4.0293 2.2549 -0.9765  0.03
C -2.7057 1.8809 -1.0367  0.01
N -1.7179 2.6208 -0.5317  0.09
H 5.8758 5.4668 -1.2805  0.00
H 4.4102 5.7140 -2.2595  0.00
H 4.8621 4.0690 -1.7138  0.00
H -1.0313 5.7051 0.6296  0.01
H -3.5509 5.2338 0.5645  0.00
H -5.3810 3.7999 -0.3021  0.00
H -4.7957 1.6246 -1.4023  0.00
H -2.4114 0.9622 -1.5303  0.00
C 0.5745 3.1079 3.6176  0.03
As 0.2593 1.7246 2.2817  0.17
C -0.9727 0.5782 3.2884  0.05
C 1.9891 0.7544 2.3718  0.01
C 2.0815 -0.1721 3.5422  0.00
C 1.5961 -1.4753 3.4368  0.00
C 1.6770 -2.3503 4.5071  0.00
C 2.2359 -1.9292 5.7062  0.00
C 2.7173 -0.6341 5.8245  0.00
C 2.6407 0.2391 4.7490  0.00
H 0.9887 2.6478 4.5141  0.01
H -0.3549 3.6161 3.8676  0.00
H 1.2790 3.8381 3.2205  0.00
H -0.5595 0.4187 4.2832  0.01
H -1.1192 -0.3859 2.8057  0.00
H -1.9312 1.0899 3.3675  0.00
H 2.7544 1.5310 2.4104  0.00
H 2.1117 0.2119 1.4351  0.00
H 1.1613 -1.7995 2.4958  0.00
H 1.3063 -3.3622 4.4071  0.00
H 2.2991 -2.6101 6.5443  0.00
H 3.1570 -0.3032 6.7562  0.00
H 3.0381 1.2439 4.8401  0.00
C -1.3207 -3.3846 -6.7345  0.00
C -1.4166 -3.7460 -5.2779  0.00
C -0.8751 -4.9322 -4.7923  0.00
C -0.9467 -5.2592 -3.4488  0.00
C -1.5708 -4.4011 -2.5502  0.00
N -1.6178 -4.7907 -1.1886  0.00
C -1.8167 -4.0996 -0.0299  0.00
O -2.2531 -4.6312 0.9672  0.00
N -1.5398 -2.7175 0.0172  0.00
C -0.4745 -1.9823 -0.4738  0.00
C 0.6424 -2.5375 -1.1098  0.00
C 1.6230 -1.6978 -1.5976  0.00
C 1.5068 -0.3297 -1.4260  0.00
N 0.4776 0.2047 -0.7635  0.05
C -0.4795 -0.6007 -0.2949  0.00
C -2.1554 -3.2334 -3.0283  0.00
C -2.0656 -2.9124 -4.3730  0.00
H -0.9914 -4.2375 -7.3250  0.00
H -0.6072 -2.5723 -6.8854  0.00
H -2.2848 -3.0505 -7.1181  0.00
H -0.3909 -5.6173 -5.4772  0.00
H -0.5216 -6.1908 -3.0928  0.00
H -1.6975 -5.7854 -1.0398  0.00
H -2.0615 -2.2975 0.7711  0.00
H 0.7493 -3.6069 -1.1921  0.00
H 2.4891 -2.1032 -2.1005  0.00
H 2.2604 0.3455 -1.8035  0.00
H -1.2864 -0.1285 0.2544  0.00
H -2.7149 -2.5950 -2.3584  0.00
H -2.5316 -1.9993 -4.7251  0.00

## Properties
Net charge   +1
E_HOMO (spin up / spin down)   -9.378 / -10.789 eV
LUMO level (spin up / spin down)   -3.9 / -4.6 eV
Gap between HOMO and LUMO (spin up / spin down)   5.439 / 6.235 eV
Spin multiplicity   3